DFT (wB97M-V/def2-TZVPD) results for C16H29Br2NO6Sr as an isolated structure at a distorted geometry.

Last column: natural (NBO) charge in e.
Geometry (Å):
Sr1 -0.98 1.95 0.61  1.203
C1 -7.75 -1.18 3.20  -0.630
C2 -6.89 0.03 3.03  -0.083
O1 -5.53 0.01 3.37  -0.838
H1 -7.46 -2.04 2.60  0.186
H2 -8.81 -1.04 2.99  0.177
H3 -7.82 -1.54 4.23  0.184
H4 -7.24 0.95 3.50  0.127
H5 -6.95 0.29 1.97  0.108
C3 6.74 2.72 -1.38  -0.615
C4 5.59 3.05 -2.27  -0.070
O2 4.41 3.16 -1.47  -0.902
H6 6.85 3.55 -0.69  0.194
H7 7.64 2.59 -1.98  0.156
H8 6.54 1.78 -0.85  0.193
H9 5.48 2.25 -3.00  0.107
H10 5.90 4.00 -2.72  0.093
C5 -4.84 7.02 1.12  -0.647
C6 -3.34 7.37 1.47  -0.064
O3 -2.62 6.42 2.24  -0.862
H11 -5.40 7.89 0.79  0.172
H12 -5.34 6.64 2.02  0.201
H13 -4.91 6.17 0.44  0.181
H14 -3.41 8.36 1.92  0.104
H15 -2.74 7.46 0.56  0.113
C7 4.20 -1.25 5.26  -0.633
C8 2.75 -1.04 5.00  -0.052
O4 2.34 0.26 4.86  -0.838
H16 4.68 -0.42 5.76  0.205
H17 4.71 -1.42 4.31  0.183
H18 4.24 -2.19 5.82  0.173
H19 2.16 -1.52 5.78  0.095
H20 2.39 -1.67 4.19  0.082
Br1 -2.01 3.04 -5.50  0.003
C9 -1.88 4.76 -6.38  -0.465
C10 -0.58 4.77 -7.18  -0.413
Br2 -0.73 3.60 -8.80  -0.052
H21 -1.91 5.51 -5.60  0.238
H22 -2.72 4.99 -7.04  0.226
H23 0.22 4.30 -6.62  0.237
H24 -0.28 5.77 -7.49  0.226
C11 2.72 -9.00 0.13  -0.171
C12 2.80 -8.84 -1.19  -0.229
C13 2.17 -7.71 -1.73  -0.173
C14 1.39 -6.86 -0.93  0.041
C15 1.34 -7.07 0.42  -0.200
C16 1.94 -8.11 0.92  -0.207
N1 0.63 -5.68 -1.46  0.522
O5 0.46 -4.73 -0.73  -0.333
O6 0.25 -5.82 -2.65  -0.392
H25 3.16 -9.79 0.72  0.212
H26 3.39 -9.55 -1.74  0.222
H27 2.21 -7.53 -2.79  0.238
H28 0.78 -6.35 1.00  0.251
H29 2.07 -8.29 1.97  0.218

Results
HOMO level, hartree: -0.060
2S+1: 1
Max |F|, eV Å⁻¹: 5.75
Net charge: -2